No. 1
{
  "formula": "C4H10N2O2",
  "method": "ωB97M-V/def2-TZVPD",
  "symbols": ["O", "C", "N", "C", "N", "C", "C", "O", "H", "H", "H", "H", "H", "H", "H", "H", "H", "H"],
  "coordinates": [[-0.771308, 1.167633, -1.507475], [-0.826658, 0.578326, -0.317555], [0.119653, -0.491968, -0.137161], [0.329742, -1.168491, -1.378012], [1.266857, -2.228273, -1.440013], [-0.756665, 1.647679, 0.852115], [0.197946, 1.154387, 2.001247], [-0.280289, -0.124066, 2.409221], [-0.120011, -0.971647, 0.751993], [-0.610340, -1.450738, -1.829500], [0.519824, -0.332414, -2.098753], [2.152053, -2.275134, -0.925786], [1.248481, -2.835503, -2.316259], [-1.785912, 1.801558, 1.195266], [-0.413689, 2.639554, 0.487134], [1.163628, 0.990075, 1.490366], [0.303951, 1.820676, 2.880752], [-1.737263, 0.078345, -0.117580]],
  "forces_ev_per_a": [[-1.4, -0.8, 2.1], [4.3, 2.4, -2.1], [-1.4, -0.6, -0.1], [1.5, 1.7, -1.5], [0.5, -2.5, -0.8], [-0.4, 1.4, -0.1], [-0.9, -4.1, 1.1], [0.5, 2.8, -0.4], [0.8, 0.0, -0.2], [-1.0, -0.7, 0.2], [0.7, -0.4, 0.5], [-0.9, 0.6, -0.5], [0.0, 1.5, 2.0], [0.3, -0.1, 0.3], [0.0, -0.7, -0.1], [0.2, 0.2, -0.3], [-0.4, 0.1, -0.7], [-2.3, -0.9, 0.7]],
  "lowdin_charge": [-0.01, -0.50, 0.09, -0.31, 0.00, -0.04, -0.28, -0.19, 0.13, 0.14, 0.13, 0.08, 0.11, 0.11, 0.12, 0.11, 0.11, 0.19],
  "mol_weight_g_mol": 118.136,
  "homo_lumo_gap_ha": 0.176,
  "energy_ev": -11377.8777,
  "relative_energy_ev": 9.025
}

---

No. 2
{
  "formula": "C4H10N2O2",
  "method": "ωB97M-V/def2-TZVPD",
  "symbols": ["C", "N", "C", "C", "H", "H", "H", "H", "H", "H", "H", "C", "O", "O", "N", "H", "H", "H"],
  "coordinates": [[1.834493, 0.168977, -0.942310], [1.045068, 0.334025, 0.263736], [0.061638, -0.719315, 0.708235], [0.250235, -2.042052, 0.401321], [1.349172, 1.037405, 0.929443], [-0.181553, -0.494621, 1.744839], [1.173060, -0.078986, -1.776390], [2.351254, 1.103704, -1.159759], [2.559166, -0.636429, -0.828824], [0.013074, -2.805031, 1.123442], [0.495820, -2.362967, -0.599057], [-1.454626, 0.088233, -0.348260], [-1.137640, 2.163643, 0.540945], [-2.610517, -0.060986, 0.353752], [-0.908452, 1.338776, -0.576325], [-0.804217, 3.021562, 0.251259], [-2.518639, 0.398481, 1.200230], [-1.517333, -0.454419, -1.286277]],
  "forces_ev_per_a": [[-0.6, -0.2, 0.9], [0.1, -1.6, 0.6], [4.1, 1.8, 0.4], [-0.6, 0.4, -0.3], [-0.4, -0.7, -0.2], [-0.4, 0.0, -0.1], [0.0, 0.1, -0.2], [0.0, -0.1, -0.1], [0.3, -0.2, -0.2], [-0.6, -0.1, -0.1], [0.5, 0.0, 0.0], [-0.7, 3.5, -2.0], [-0.3, -0.4, -0.4], [0.1, -0.4, 1.1], [-1.7, -1.8, 0.4], [0.1, -0.2, 0.0], [-0.1, 0.1, -0.1], [0.3, -0.2, 0.2]],
  "lowdin_charge": [-0.13, -0.16, -0.25, 0.04, 0.11, 0.12, 0.07, 0.08, 0.07, 0.05, 0.06, -0.35, -0.07, 0.01, 0.01, 0.10, 0.10, 0.13],
  "mol_weight_g_mol": 118.136,
  "homo_lumo_gap_ha": [0.275, 0.275],
  "energy_ev": -11379.4180,
  "relative_energy_ev": 7.485
}

---

No. 3
{
  "formula": "C4H10N2O2",
  "method": "ωB97M-V/def2-TZVPD",
  "symbols": ["C", "C", "C", "N", "C", "N", "H", "H", "H", "H", "H", "H", "O", "H", "H", "O", "H", "H"],
  "coordinates": [[1.119013, -1.549623, -0.124107], [0.401511, -0.324090, 0.343868], [-0.112945, -0.011460, 1.554251], [-0.641590, 1.264835, 1.510570], [-0.391373, 1.716203, 0.331834], [0.214638, 0.764105, -0.470517], [2.140728, -1.313631, -0.422083], [1.090247, -2.352890, 0.603682], [0.691671, -1.833487, -1.086836], [-0.077062, -0.550917, 2.484096], [-0.621048, 2.666083, -0.137748], [0.624646, 0.811218, -1.384541], [-4.833906, -1.041253, -1.577391], [-3.891577, -1.233721, -1.506897], [-4.984908, -0.579851, -0.736289], [2.938816, 0.931076, -0.016844], [3.477102, 1.673363, -0.308122], [2.856038, 0.964034, 0.943077]],
  "forces_ev_per_a": [[0.0, 0.7, -0.9], [0.7, -1.0, -0.3], [-0.2, 0.6, 0.1], [0.0, 0.4, 0.8], [0.2, 0.0, -2.1], [-0.5, -0.5, 1.3], [0.2, 0.0, 0.5], [-0.1, -0.1, -0.1], [-0.4, -0.6, 0.2], [-0.2, -0.3, -0.1], [-0.2, 0.0, 0.6], [-0.1, 0.5, 0.0], [0.3, 0.3, 0.7], [0.0, -0.1, -0.3], [-0.2, -0.1, -0.4], [0.3, 0.0, -0.2], [0.0, 0.0, 0.4], [0.1, 0.2, -0.1]],
  "lowdin_charge": [-0.04, -0.37, -0.13, 0.04, -0.22, 0.08, 0.06, 0.08, 0.08, 0.10, 0.11, 0.15, -0.07, 0.03, 0.04, -0.05, 0.05, 0.06],
  "mol_weight_g_mol": 118.136,
  "homo_lumo_gap_ha": 0.332,
  "energy_ev": -11385.1922,
  "smiles": "Cc1cnc[nH]1.O.O",
  "relative_energy_ev": 1.711
}